The following is a DFT calculation (ωB97M-V with the def2-TZVPD basis set) of a cluster of 2 separate species, C9H14 in total at a distorted geometry.

The molecular weight is 122.211 u. The multiplicity is 1. As for the SMILES: Cc1ccccc1.CC. The value obtained for the largest force on an atom is 1.3 eV/A. Its energy above the lowest of the compared OMol25 structures with the same formula, charge and spin is 0.329 eV.

Last column: natural (NBO) charge in e.
Positions of all 23 atoms, in Å:
C 1.972676 -0.003271 1.812606  -0.631
C 0.734272 -0.474030 1.093372  -0.009
C 0.745687 -0.946313 -0.201437  -0.231
C -0.420367 -1.422525 -0.823875  -0.199
C -1.613292 -1.425981 -0.118341  -0.227
C -1.668707 -0.741422 1.094565  -0.195
C -0.509644 -0.303797 1.715695  -0.227
H 2.891544 -0.305573 1.324972  0.217
H 1.992941 -0.350301 2.848838  0.219
H 1.930618 1.085053 1.864769  0.220
H 1.629960 -1.090836 -0.807102  0.213
H -0.355838 -1.689539 -1.867034  0.212
H -2.464319 -1.935189 -0.551035  0.213
H -2.640753 -0.558451 1.526018  0.211
H -0.615799 0.141023 2.701866  0.212
C -0.549650 2.200406 -1.526551  -0.608
C 0.740752 1.795561 -2.253372  -0.607
H -0.815229 1.474968 -0.760964  0.212
H -0.414100 3.122770 -0.964821  0.198
H -1.359959 2.351718 -2.237410  0.200
H 0.505733 1.090298 -3.041879  0.201
H 1.400224 1.379504 -1.486994  0.204
H 1.268062 2.646065 -2.679736  0.201

Force components x, y, z for each atom (eV/Å):
-0.328 0.141 0.140
0.001 0.409 0.506
-0.529 -0.908 -0.826
0.341 0.494 0.793
0.287 0.294 -0.575
-0.065 -0.485 -0.126
-0.388 -0.158 -0.245
0.106 -0.035 -0.136
-0.012 -0.109 -0.118
0.241 0.099 -0.034
0.439 0.408 0.363
-0.114 -0.513 -0.007
-0.276 0.384 0.045
-0.027 -0.157 0.366
0.314 0.076 -0.132
0.327 0.341 -0.028
-0.248 0.337 0.874
-0.240 -0.326 -0.255
0.055 0.247 -0.115
-0.184 -0.053 0.163
0.289 -0.315 -0.020
0.144 -0.281 -0.448
-0.133 0.109 -0.183

The following is a DFT calculation (ωB97M-V with the def2-TZVPD basis set) of an isolated molecule of C3H5N3 at a distorted geometry.

The molecular weight is 83.094 u. The multiplicity is 1. As for the SMILES: [H]/N=C(/C#C)NN. The value obtained for the largest force on an atom is 3.8 eV/A. Its energy above the lowest of the compared OMol25 structures with the same formula, charge and spin is 3.819 eV.

Last column: natural (NBO) charge in e.
Positions of all 11 atoms, in Å:
H -2.182558 -1.840001 -0.040137  0.354
N -1.156930 -1.751142 0.074440  -0.654
C -0.602280 -0.620558 -0.123314  0.353
C 0.871228 -0.614428 -0.099293  -0.106
C 2.070277 -0.652160 -0.074056  -0.181
N -1.066092 0.678742 -0.281199  -0.456
N -0.128660 1.672000 0.074302  -0.606
H 3.133656 -0.625940 -0.048778  0.240
H -1.916318 0.885001 0.161377  0.379
H 0.563087 1.563918 -0.564187  0.346
H 0.414592 1.304565 0.920850  0.331

Force components x, y, z for each atom (eV/Å):
0.726 0.700 0.300
-0.582 0.114 -0.777
0.588 -0.818 0.691
0.034 -0.787 -0.081
-0.137 0.103 -0.026
0.460 -0.589 -0.369
-0.894 0.009 3.659
-0.010 -0.108 -0.009
-1.423 0.030 0.371
2.475 0.383 -2.872
-1.238 0.964 -0.888

The following is a DFT calculation (ωB97M-V with the def2-TZVPD basis set) of the ion C6H10N with charge +1 at a distorted geometry.

The molecular weight is 96.153 u. The multiplicity is 1. As for the SMILES: C=C[N+]1=CCCC1. The value obtained for the largest force on an atom is 4.7 eV/A. Its net charge is +1. Its energy above the lowest of the compared OMol25 structures with the same formula, charge and spin is 2.785 eV.

Last column: natural (NBO) charge in e.
Positions of all 17 atoms, in Å:
C -2.544505 -0.567064 0.655033  -0.323
C -1.827528 -0.301398 -0.518843  -0.073
N -0.391119 -0.054089 -0.398598  -0.290
C 0.014277 1.183353 -0.340015  0.303
C 1.580135 1.148857 -0.268965  -0.469
C 1.698986 -0.186661 0.575728  -0.377
C 0.715027 -1.038295 -0.325611  -0.242
H -3.025987 -1.545791 0.795966  0.249
H -2.542778 0.227732 1.424949  0.221
H -2.302007 -0.212849 -1.508870  0.247
H -0.649537 2.059780 -0.340445  0.255
H 1.979215 2.032505 0.250795  0.257
H 1.936546 0.985877 -1.307543  0.254
H 1.175173 0.105181 1.506394  0.220
H 2.702121 -0.619183 0.682871  0.261
H 1.124892 -1.413781 -1.273708  0.257
H 0.357087 -1.804173 0.390862  0.248

Force components x, y, z for each atom (eV/Å):
1.315 0.604 -1.366
-1.013 -1.652 1.375
-1.508 4.387 -0.957
2.480 -1.338 -0.345
-1.156 0.010 1.024
-0.701 1.141 -2.233
0.023 -0.472 3.558
-1.542 1.263 -0.584
1.232 -1.412 0.612
0.820 -1.527 0.109
0.180 -0.606 -0.110
0.047 -0.275 -0.624
0.065 0.482 0.554
0.651 -0.954 -0.079
-0.427 0.292 0.054
-0.447 0.329 0.243
-0.018 -0.273 -1.230

The following is a DFT calculation (ωB97M-V with the def2-TZVPD basis set) of a structure of composition C8H13NO5 at a distorted geometry.

The molecular weight is 203.194 u. The multiplicity is 1. The value obtained for the largest force on an atom is 3.6 eV/A. Its energy above the lowest of the compared OMol25 structures with the same formula, charge and spin is 7.239 eV.

Last column: natural (NBO) charge in e.
Positions of all 27 atoms, in Å:
C 2.286862 1.775564 -2.009980  0.416
C 1.055697 1.473227 -1.048233  -0.031
C -0.381306 -0.077345 0.520601  0.253
C 0.544055 0.925019 1.192296  0.019
C 0.104710 0.320090 -1.410744  -0.008
C 1.146699 0.461386 2.504307  -0.638
C 0.677573 -0.894769 -1.989172  -0.659
C -2.556981 -0.983015 0.353543  -0.274
N -1.072309 0.822204 -2.074722  0.494
O -1.320194 2.049663 -2.082902  -0.407
O 3.414391 1.568224 -1.585250  -0.484
O -1.835216 0.083198 -2.672965  -0.389
O 1.587917 1.193714 0.276834  -0.509
O -1.730315 0.106183 0.633478  -0.514
H 1.987198 2.136701 -3.050548  0.138
H 0.579947 2.413062 -0.903957  0.231
H 0.164402 -1.068334 0.682135  0.181
H -0.104535 1.767353 1.501258  0.179
H 1.131394 -0.600052 2.654383  0.215
H 0.818317 1.161678 3.305206  0.230
H 2.234482 0.637336 2.393000  0.249
H 0.648945 -1.660482 -1.200390  0.219
H 1.868884 -0.668983 -2.186848  0.229
H 0.128831 -1.337647 -2.813084  0.260
H -2.230793 -1.939145 0.931880  0.180
H -2.476849 -1.141268 -0.801236  0.204
H -3.626368 -0.635096 0.603986  0.215

Force components x, y, z for each atom (eV/Å):
0.258 -1.376 1.702
1.520 -0.314 0.749
0.958 0.101 -2.662
-1.390 0.469 -0.050
-0.112 1.365 3.121
1.607 1.288 -0.186
3.413 -0.956 0.239
-1.107 -1.492 -1.550
-2.026 2.570 -1.324
0.929 -1.367 0.681
-1.850 0.796 -1.605
0.533 -1.056 0.399
-0.015 -0.166 -0.603
1.901 0.467 1.509
0.635 -0.228 0.949
-1.027 0.692 -0.501
-1.705 0.484 -0.601
0.429 0.431 -0.921
-0.731 -0.508 0.593
0.032 -1.272 -0.177
-0.389 0.180 0.114
0.385 -0.065 -0.439
-3.036 -0.958 0.071
0.203 0.399 -0.387
-0.719 1.622 -0.925
-0.433 -0.267 2.090
1.738 -0.840 -0.287

The following is a DFT calculation (ωB97M-V with the def2-TZVPD basis set) of an isolated molecule of C6H10O at a distorted geometry.

The molecular weight is 98.145 u. The multiplicity is 1. As for the SMILES: C=C(O)/C=C/CC. The value obtained for the largest force on an atom is 3.9 eV/A. Its energy above the lowest of the compared OMol25 structures with the same formula, charge and spin is 3.235 eV.

Last column: natural (NBO) charge in e.
Positions of all 17 atoms, in Å:
C -0.124641 0.746271 2.759296  -0.483
C -0.683282 0.401157 1.616313  0.278
O -1.893685 -0.219707 1.476620  -0.721
C -0.041450 0.487938 0.290379  -0.293
C -0.769192 0.193702 -0.844329  -0.128
C 0.086862 -0.473524 -2.071338  -0.441
C 1.467743 -0.787124 -1.541056  -0.621
H -0.460027 0.399491 3.668592  0.205
H 0.854990 1.269703 2.717685  0.201
H -2.702997 0.268589 1.846996  0.495
H 0.934670 0.991654 0.377388  0.216
H -1.836246 0.634950 -1.015871  0.226
H -0.503636 -1.327372 -2.421551  0.222
H 0.236598 0.303110 -2.934851  0.209
H 2.133480 0.083596 -1.281027  0.214
H 1.422431 -1.437931 -0.556106  0.208
H 1.878378 -1.534503 -2.087140  0.214

Force components x, y, z for each atom (eV/Å):
2.070 0.950 -1.205
-0.765 0.798 -1.636
-2.652 0.334 1.029
-1.639 1.046 0.213
1.562 0.886 -1.350
-0.867 3.676 0.765
-0.745 -0.141 3.869
-0.934 -0.360 1.905
-0.829 -0.505 0.126
2.305 -0.883 -0.429
0.153 -1.517 -0.653
1.685 -2.016 0.724
0.391 0.117 0.010
-0.656 -1.469 1.258
-0.735 -0.979 -0.774
-0.358 1.631 -1.312
2.014 -1.567 -2.539

The following is a DFT calculation (ωB97M-V with the def2-TZVPD basis set) of an isolated molecule of C3H6F3N at a distorted geometry.

The molecular weight is 113.082 u. The multiplicity is 1. As for the SMILES: NCCC(F)(F)F. The value obtained for the largest force on an atom is 1.9 eV/A. Its energy above the lowest of the compared OMol25 structures with the same formula, charge and spin is 0.438 eV.

Last column: natural (NBO) charge in e.
Positions of all 13 atoms, in Å:
N -0.619741 0.860238 -0.849929  -0.832
C -0.274532 0.431068 0.510907  -0.218
C 0.633479 -0.800714 0.476719  -0.511
C 1.280270 -1.186110 1.821286  0.982
F 1.419866 -2.504300 1.993054  -0.325
F 2.501164 -0.635520 1.953046  -0.326
F 0.501983 -0.811152 2.901504  -0.347
H 0.148422 1.407479 -1.216210  0.358
H -0.864100 0.106975 -1.522106  0.357
H 0.183957 1.327215 0.813527  0.205
H -1.095678 0.211069 1.233106  0.200
H 0.242691 -1.717646 -0.048709  0.233
H 1.467579 -0.603812 -0.150849  0.224

Force components x, y, z for each atom (eV/Å):
-1.015 -0.855 -0.479
-0.809 -1.376 -0.829
0.552 -0.935 0.429
-1.277 0.016 0.415
0.299 -0.343 -0.405
-0.366 0.091 0.234
0.740 0.306 -0.834
-0.142 -0.186 -0.181
0.326 0.734 0.846
1.123 0.681 1.411
0.054 0.417 -1.039
-0.442 0.908 1.015
0.956 0.544 -0.583